Entry 1:
A molecular structure, C2H5N4 at a distorted geometry, computed with ωB97M-V/def2-TZVPD.

Positions of all 11 atoms, in Å:
C 1.2505 -1.6598 -0.0395
C -0.6225 1.0611 0.3177
N 2.1960 -1.2772 0.5188
N -0.9583 -0.2041 -1.0724
N -0.0592 -0.1724 -0.1524
N -1.5420 0.8831 -0.6864
H 0.6359 -2.3531 -0.5024
H -1.1234 1.1596 1.4244
H -0.0934 1.9782 0.1201
H 2.7120 -0.6741 1.0565
H -2.3955 1.2586 -0.9846

As for the highest occupied orbital energy: -15.0 eV. The value obtained for the LUMO energy is -4.05 eV. The energy above the lowest of the compared OMol25 structures with the same formula, charge and spin comes out at 428.5 kJ/mol. As for the calculated total energy: -8103.28524 eV. As for the total charge: +1. The calculation puts the max |F| at 5.65 eV Å⁻¹. The value obtained for the HOMO-LUMO gap is 0.40171 hartree.

Entry 2:
12 unconnected molecules or ions with the total composition C44H111BN9O21 at a distorted geometry, computed with ωB97M-V/def2-TZVPD.

Positions of all 186 atoms, in Å:
O -10.5410 4.7266 -24.1719
C -10.3983 5.3570 -23.1637
O -9.6200 5.0923 -22.1560
B -9.8281 6.0587 -21.0947
O -10.9218 6.9319 -21.5649
C -11.3183 6.5587 -22.7837
O -12.1894 7.0710 -23.4065
O -8.5655 6.7703 -20.7659
C -8.4326 6.8412 -19.4720
O -7.5802 7.4648 -18.8979
C -9.5295 5.9741 -18.8101
O -10.2276 5.4638 -19.8011
O -9.7325 5.8473 -17.6384
C -7.4044 10.6570 -21.0456
C -6.5367 9.8095 -21.9674
C -5.2810 10.5538 -22.3979
O -5.5769 11.8476 -22.9147
C -4.4780 12.6201 -23.2771
N -6.0053 8.6799 -21.1732
H -8.3601 10.1523 -20.8765
H -7.5010 11.6709 -21.4441
H -7.0592 10.7977 -20.0165
H -7.0754 9.3205 -22.7787
H -4.7457 9.9992 -23.1770
H -4.6346 10.7752 -21.5370
H -3.9479 12.1466 -24.1168
H -3.7711 12.7396 -22.4447
H -4.8240 13.5943 -23.6165
H -6.7477 8.1937 -20.6874
H -5.4488 9.0860 -20.4279
C -4.8409 9.1702 -26.1023
C -5.8163 9.1554 -27.2639
C -7.2474 8.8088 -26.8934
O -7.3741 7.4897 -26.3825
C -8.7089 7.1283 -26.1626
N -5.8377 10.5308 -27.8115
H -3.8337 9.4015 -26.4614
H -4.6749 8.2190 -25.5855
H -5.1527 9.8401 -25.2995
H -5.4337 8.4830 -28.0416
H -7.8851 8.8127 -27.7904
H -7.6837 9.5409 -26.2043
H -9.2317 7.7708 -25.4494
H -8.7530 6.1076 -25.7827
H -9.3092 7.0707 -27.0797
H -6.4363 10.5465 -28.6348
H -4.8897 10.6354 -28.1683
C -4.5867 8.7482 -17.3241
C -5.3535 8.7250 -16.0097
C -6.1596 10.0163 -15.8839
O -6.8637 10.0020 -14.6467
C -7.6451 11.1734 -14.4889
N -6.2694 7.5600 -16.0874
H -4.0057 7.8327 -17.4831
H -3.8104 9.5193 -17.3791
H -5.1875 8.7737 -18.2347
H -4.6766 8.6211 -15.1604
H -6.8711 10.0428 -16.7152
H -5.4942 10.8888 -15.8943
H -8.6419 10.8889 -14.1512
H -7.8176 11.6771 -15.4447
H -7.2028 11.9122 -13.8192
H -6.9926 7.8316 -15.4207
H -6.7106 7.5344 -17.0043
C -12.8332 4.9388 -15.6432
C -12.6992 6.3693 -16.1993
C -13.9596 7.2007 -15.9852
O -15.1256 6.4414 -16.2097
C -16.2932 7.1998 -16.0225
N -11.5281 7.0747 -15.6255
H -11.8961 4.3852 -15.5876
H -13.5490 4.4194 -16.2823
H -13.2191 4.9821 -14.6194
H -12.4526 6.2305 -17.2520
H -13.9254 8.0240 -16.7110
H -13.9548 7.6938 -15.0053
H -17.1596 6.5695 -16.2045
H -16.2882 8.0399 -16.7265
H -16.4084 7.6435 -15.0274
H -11.5853 7.0447 -14.6104
H -10.7961 6.4254 -15.9051
C -7.1583 4.0167 -16.9218
C -7.2256 2.5571 -17.3679
C -6.1118 2.2341 -18.3747
O -6.1926 3.0730 -19.5351
C -7.3830 2.9373 -20.2538
N -7.1206 1.6105 -16.2565
H -8.0681 4.3748 -16.4449
H -7.0799 4.5642 -17.8640
H -6.2870 4.2041 -16.2975
H -8.1701 2.4187 -17.9121
H -6.1919 1.2108 -18.7528
H -5.1473 2.4360 -17.9135
H -7.1681 3.2778 -21.2681
H -8.2417 3.5227 -19.8968
H -7.8205 1.9322 -20.3439
H -7.9971 1.5885 -15.7385
H -7.1042 0.6562 -16.6164
C -10.9429 0.5954 -19.0014
C -12.2767 1.3027 -18.8562
C -12.0973 2.8085 -18.9682
O -13.3638 3.4286 -18.8159
C -13.4215 4.7102 -19.3923
N -13.2212 0.7958 -19.8529
H -10.2420 0.9495 -18.2390
H -10.4988 0.7303 -19.9897
H -11.0358 -0.4763 -18.8203
H -12.6866 1.1066 -17.8601
H -11.6504 3.0728 -19.9351
H -11.4144 3.1741 -18.1897
H -13.5620 4.6263 -20.4763
H -12.5401 5.3080 -19.1542
H -14.2537 5.3049 -19.0080
H -14.0340 1.4010 -19.8340
H -12.8005 0.8068 -20.7772
C -10.4150 10.1212 -23.0575
C -11.0654 11.5023 -22.9528
C -10.6296 12.2918 -21.6901
O -10.9868 13.6587 -21.7985
C -12.3888 13.8818 -21.7573
N -10.8010 12.2776 -24.1764
H -10.6870 9.4923 -22.2028
H -9.3312 10.2329 -22.9675
H -10.6912 9.5403 -23.9346
H -12.1432 11.3250 -22.8995
H -9.5796 12.2722 -21.3864
H -10.9855 11.8967 -20.7218
H -12.9275 13.3350 -22.5371
H -12.5885 14.9409 -21.8860
H -12.7626 13.4992 -20.8031
H -9.7836 12.3068 -24.2618
H -11.0353 13.2348 -23.9176
C -9.6133 9.7562 -17.6042
C -11.0741 10.0880 -17.9016
C -11.6152 9.2398 -19.0382
O -12.8766 9.7229 -19.4313
C -13.3422 9.1259 -20.6164
N -11.8337 9.9174 -16.6584
H -9.2366 10.3879 -16.8022
H -9.0224 9.9621 -18.5003
H -9.4780 8.7171 -17.3030
H -11.1832 11.1058 -18.2950
H -11.6271 8.1675 -18.8047
H -10.8846 9.4189 -19.8470
H -14.2656 9.6202 -20.9173
H -13.5255 8.0554 -20.4649
H -12.6302 9.2357 -21.4429
H -11.6144 8.9856 -16.2832
H -12.8248 10.0051 -16.8451
C -14.7572 8.7308 -25.5321
C -14.2442 8.7324 -26.9632
C -12.7204 8.7779 -27.0741
O -12.2899 9.9073 -26.3189
C -10.9619 10.3162 -26.5426
N -14.7510 7.4950 -27.5942
H -15.8433 8.8259 -25.5570
H -14.3394 9.5152 -24.8909
H -14.4552 7.8221 -25.0050
H -14.6774 9.5736 -27.5062
H -12.5161 8.9605 -28.1311
H -12.2515 7.8991 -26.6360
H -10.8649 11.2179 -25.9367
H -10.8211 10.4773 -27.6183
H -10.1441 9.6592 -26.2215
H -15.7563 7.4710 -27.6603
H -14.4298 6.6042 -27.2167
C -10.0148 1.3559 -24.1563
C -11.1682 1.6413 -23.2220
O -11.7013 0.4420 -22.7012
O -10.4737 0.6528 -25.2962
H -9.2189 0.8593 -23.5856
H -9.5400 2.3071 -24.4234
H -11.9482 2.1561 -23.8065
H -10.9550 2.4496 -22.5209
H -11.9046 -0.1539 -23.4269
H -9.8646 0.8311 -26.0155
C -11.9408 4.9115 -27.9092
C -12.7419 4.8145 -26.6370
O -14.1797 4.7520 -26.8627
O -12.2292 6.0674 -28.6840
H -12.1022 3.9846 -28.4748
H -10.8819 4.9237 -27.6518
H -12.5838 5.7292 -26.0602
H -12.4506 3.9190 -26.0886
H -14.5176 4.7630 -25.9594
H -13.1930 6.1905 -28.6696

As for the highest occupied orbital energy: -6.7 eV. The value obtained for the LUMO energy is 2.10 eV. As for the calculated total energy: -104515.99964 eV. As for the total charge: -1. The calculation puts the max |F| at 2.35 eV Å⁻¹. The value obtained for the HOMO-LUMO gap is 0.32201 hartree.

Entry 3:
2 unconnected molecules or ions with the total composition C31H29FN at a distorted geometry, computed with ωB97M-V/def2-TZVPD.

Positions of all 62 atoms, in Å:
C 2.1395 3.5339 -2.5038
C 1.4873 2.1932 -2.1844
C 0.3647 2.3044 -1.1964
C 0.0649 3.5251 -0.5146
C -1.0173 3.5694 0.4182
C -1.8243 2.4634 0.5847
C -1.5842 1.2709 -0.1445
C -2.5101 0.1928 -0.0592
C -2.6842 -0.8002 -1.0153
C -3.8186 -1.6988 -1.0072
C -3.8405 -2.3999 -2.2164
C -2.6813 -2.0110 -2.9874
C -1.9376 -1.0882 -2.2372
C -0.3844 1.1850 -0.8972
C -1.2950 4.7811 1.2403
C -0.5374 6.0064 0.7691
C 0.8770 5.6525 0.3457
N 0.9043 4.5934 -0.6387
C 2.1983 4.4124 -1.2623
H 3.1560 3.3642 -2.8693
H 1.5791 4.0352 -3.2992
H 1.1129 1.7224 -3.1050
H 2.2454 1.4967 -1.7942
H -2.6547 2.4830 1.2914
H -3.1897 0.2017 0.7955
H -4.5367 -1.7129 -0.1829
H -4.6075 -3.0929 -2.5545
H -2.4447 -2.3569 -3.9935
H -1.0830 -0.5079 -2.5756
H -0.0073 0.2114 -1.2192
H -2.3719 4.9762 1.2395
H -1.0303 4.5721 2.2853
H -1.0649 6.4724 -0.0643
H -0.4767 6.7385 1.5724
H 1.3857 6.5096 -0.1078
H 1.4645 5.3521 1.2376
H 2.9120 3.9543 -0.5486
H 2.5760 5.4056 -1.5165
F 1.0231 -2.7835 5.3146
C 0.4466 -2.3485 4.1420
C -0.3233 -1.1888 4.1755
C -0.8682 -0.7546 2.9543
C -0.6247 -1.4683 1.7877
C 0.1662 -2.6491 1.7370
C 0.3666 -3.2506 0.4582
C 1.2540 -4.3000 0.0968
C 1.2834 -4.7524 -1.2610
C 2.0681 -5.8306 -1.6547
C 2.8411 -6.5331 -0.7177
C 2.8621 -6.0864 0.6139
C 2.1547 -4.9548 0.9937
C 0.6589 -3.1096 3.0000
H -0.5001 -0.6601 5.1053
H -1.4873 0.1471 2.9241
H -1.0574 -1.1414 0.8422
H -0.2543 -2.8506 -0.3448
H 0.6651 -4.2151 -1.9818
H 2.0797 -6.1374 -2.7021
H 3.4292 -7.4032 -1.0136
H 3.4525 -6.6200 1.3651
H 2.3094 -4.5599 1.9935
H 1.1695 -4.0594 3.0873

As for the highest occupied orbital energy: -9.4 eV. The value obtained for the LUMO energy is -5.85 eV. The energy above the lowest of the compared OMol25 structures with the same formula, charge and spin comes out at 11.6 kJ/mol. As for the calculated total energy: -36816.68996 eV. As for the total charge: +1. The calculation puts the max |F| at 2.01 eV Å⁻¹. The value obtained for the HOMO-LUMO gap is 0.12898 hartree.

Entry 4:
5 unconnected molecules or ions with the total composition H10O5 at a distorted geometry, computed with ωB97M-V/def2-TZVPD.

Positions of all 15 atoms, in Å:
O 0.1521 -2.2838 0.3987
H 0.8336 -2.4130 1.0680
H -0.1839 -1.3976 0.5742
O 3.9306 -0.6964 -0.5213
H 4.1574 0.0028 -1.1448
H 2.9700 -0.6502 -0.4565
O 3.1177 0.8579 0.1289
H 3.2783 1.7434 -0.2161
H 2.7310 1.0115 0.9983
O -5.3462 -0.8048 -0.2643
H -4.4779 -0.4177 -0.1052
H -5.3277 -1.0465 -1.1972
O -1.8972 2.3848 0.0752
H -2.1976 1.5651 -0.3332
H -1.7401 2.1445 0.9953

As for the highest occupied orbital energy: -8.9 eV. The value obtained for the LUMO energy is -0.19 eV. The energy above the lowest of the compared OMol25 structures with the same formula, charge and spin comes out at 393.3 kJ/mol. As for the calculated total energy: -10396.77345 eV. As for the SMILES: O.O.O.O.O. The calculation puts the max |F| at 8.10 eV Å⁻¹. The value obtained for the HOMO-LUMO gap is 0.31985 hartree.

Entry 5:
2 unconnected molecules or ions with the total composition C3H3Br2FO at a distorted geometry, computed with ωB97M-V/def2-TZVPD.

Positions of all 10 atoms, in Å:
C 0.7458 1.3948 0.4016
C 0.1705 0.1416 0.8739
C 3.8567 -0.7143 0.4979
O 0.2786 2.2451 -0.2618
F 4.9165 -0.3950 1.2354
Br 4.3662 -0.7671 -1.2823
Br 2.6954 1.6636 1.0460
H 0.1775 -0.0992 1.8914
H 0.7405 -0.7212 0.4149
H -0.9892 -0.0036 0.7174

As for the highest occupied orbital energy: -9.2 eV. The value obtained for the LUMO energy is -0.34 eV. The energy above the lowest of the compared OMol25 structures with the same formula, charge and spin comes out at 217.9 kJ/mol. As for the calculated total energy: -148006.15114 eV. The calculation puts the max |F| at 3.84 eV Å⁻¹. The value obtained for the HOMO-LUMO gap is 0.32657 hartree.

Entry 6:
A molecular structure, C32H28N5OPtS at a distorted geometry, computed with ωB97M-V/def2-TZVPD.

Positions of all 68 atoms, in Å:
Pt 0.0222 0.0817 0.0013
C 4.0803 2.2552 5.1948
C 3.0403 1.5484 4.4129
C 1.7500 1.3357 4.9336
C 0.7961 0.7057 4.1899
C 1.0560 0.2266 2.8705
N 0.0565 -0.3530 2.1714
C -0.8944 -1.0688 2.7781
C -0.5598 -1.7681 3.9855
C -1.4672 -2.5107 4.6707
C -2.7921 -2.6243 4.1967
C -3.7926 -3.4387 4.9158
C -3.1269 -1.9856 2.9884
C -2.2361 -1.2230 2.2698
N -2.7097 -0.5978 1.1067
C -4.0173 -0.3803 0.7949
C -4.0893 -0.0020 -0.5186
C -2.7667 0.0093 -0.9659
N -1.9453 -0.3533 0.0168
C 2.3697 0.4499 2.3413
C 3.3103 1.0940 3.1098
N 2.7910 -0.0649 1.1034
C 4.0191 -0.5704 0.8201
C 4.0470 -0.8917 -0.5136
C 2.7836 -0.5471 -0.9958
N 2.0329 -0.0547 -0.0117
H 3.7842 2.3923 6.2314
H 4.2790 3.2411 4.7604
H 5.0296 1.7163 5.1548
H 1.5069 1.6935 5.9258
H -0.2052 0.5895 4.5853
H 0.4708 -1.7436 4.3143
H -1.1668 -3.0412 5.5648
H -3.5113 -3.6068 5.9529
H -3.8812 -4.4236 4.4387
H -4.7863 -2.9919 4.8631
H -4.1269 -2.1391 2.6087
H -4.8115 -0.4970 1.5110
H -4.9720 0.2367 -1.0869
H -2.3870 0.2548 -1.9457
H 4.2966 1.2658 2.6984
H 4.7848 -0.6896 1.5677
H 4.8671 -1.3211 -1.0630
H 2.3971 -0.6310 -2.0001
O -0.5538 2.1804 -1.2813
S -0.2620 2.7906 0.0575
C 0.0564 4.5523 -0.0926
C -0.2019 5.1789 -1.2985
C -0.0596 6.5598 -1.3530
C 0.3683 7.2643 -0.2370
C 0.6313 6.6075 0.9607
C 0.4922 5.2307 1.0350
C -1.8348 2.8803 0.9337
C -2.9850 3.1283 0.1986
C -4.1866 3.2824 0.8760
C -4.2312 3.1621 2.2593
C -3.0744 2.8940 2.9814
C -1.8627 2.7602 2.3148
H -0.5185 4.6114 -2.1644
H -0.2841 7.0759 -2.2765
H 0.5292 8.3316 -0.3058
H 0.9558 7.1609 1.8311
H 0.7125 4.7004 1.9556
H -2.9295 3.2192 -0.8795
H -5.0862 3.5120 0.3193
H -5.1694 3.3004 2.7812
H -3.1117 2.8254 4.0615
H -0.9413 2.6076 2.8641

As for the highest occupied orbital energy (spin up / spin down): -16.1 / -16.1 eV. The value obtained for the LUMO energy (spin up / spin down) is -12.25 / -12.25 eV. The energy above the lowest of the compared OMol25 structures with the same formula, charge and spin comes out at 246.2 kJ/mol. As for the calculated total energy: -57189.16953 eV. As for the total charge: +3. The calculation puts the max |F| at 3.04 eV Å⁻¹. The value obtained for the HOMO-LUMO gap (spin up / spin down) is 0.14043 / 0.14035 hartree.

Entry 7:
C5H8N2 in the gas phase, computed with ωB97M-V/def2-TZVPD.

Positions of all 15 atoms, in Å:
C -0.7493 0.8435 -2.0920
C -0.4458 -0.1502 -1.0080
C -1.4308 -0.3826 -0.0249
N -0.9205 -0.6421 1.1600
N 0.4076 -0.6863 0.9538
C 1.2592 -0.3590 2.0788
C 0.7315 -0.4268 -0.3452
H -1.4140 0.5119 -2.8923
H 0.1583 1.2846 -2.5035
H -1.2729 1.6518 -1.5635
H -2.4990 -0.3150 -0.1908
H 1.0453 -1.0344 2.9060
H 1.0586 0.6724 2.3972
H 2.3069 -0.4326 1.7804
H 1.7649 -0.5353 -0.6560

As for the highest occupied orbital energy: -8.7 eV. The value obtained for the LUMO energy is 0.97 eV. The energy above the lowest of the compared OMol25 structures with the same formula, charge and spin comes out at 120.7 kJ/mol. As for the calculated total energy: -8293.74490 eV. As for the SMILES: Cc1cnn(C)c1. The calculation puts the max |F| at 0.55 eV Å⁻¹. The value obtained for the HOMO-LUMO gap is 0.35616 hartree.

Entry 8:
C6H11N in the gas phase at a distorted geometry, computed with ωB97M-V/def2-TZVPD.

Positions of all 18 atoms, in Å:
C -1.6939 1.8492 0.4146
C -1.0218 0.6873 0.6989
C 0.4748 0.7001 0.9725
C 1.0425 0.0781 -0.2940
N 2.0947 -0.8443 -0.0769
C -0.3884 -0.6326 -0.9311
C -0.6777 -1.9427 -0.8790
H -1.6141 2.3465 -0.5483
H -2.2774 2.5178 1.0343
H -1.5421 -0.1209 1.2182
H 0.6865 0.1508 1.8960
H 0.8679 1.7137 1.0894
H 1.3172 0.8158 -1.0503
H 2.6079 -1.0543 -0.9273
H 2.3660 -0.9205 0.8971
H -0.6613 -0.0971 -1.8400
H -1.5901 -2.4764 -0.6381
H 0.0094 -2.7705 -1.0360

As for the highest occupied orbital energy (spin up / spin down): -7.2 / -7.4 eV. The value obtained for the LUMO energy (spin up / spin down) is 0.19 / 0.21 eV. The energy above the lowest of the compared OMol25 structures with the same formula, charge and spin comes out at 665.1 kJ/mol. As for the calculated total energy: -7883.63780 eV. As for the SMILES: C=CC[C@@H](N)C=C. The calculation puts the max |F| at 4.42 eV Å⁻¹. The value obtained for the HOMO-LUMO gap (spin up / spin down) is 0.27113 / 0.28146 hartree.